[1]
Computed, not measured: one molecule with the formula C3H4Cl2O in a non-equilibrium geometry, with ωB97M-V/def2-TZVPD.

The geometry in XYZ format:
```
10
C3H4Cl2O | the OMol25 dataset | ωB97M-V/def2-TZVPD
C 0.203 -0.164 0.691
C -1.237 0.082 -0.111
Cl -1.923 -1.522 -0.449
Cl -2.347 1.022 0.894
C -0.963 0.818 -1.408
O -0.460 1.899 -1.463
H -0.016 -0.692 1.610
H 0.613 0.819 0.897
H 0.858 -0.733 0.047
H -1.253 0.246 -2.308
```

## Properties
Energy relative to the best compared isomer or geometry (same formula, charge and spin)   60.4 kJ/mol
Net charge   0
SMILES   CC(Cl)(Cl)C=O
LUMO energy   0.258 eV

---

[2]
Computed, not measured: a 2-piece molecular cluster, CH6NS overall in a non-equilibrium geometry, with ωB97M-V/def2-TZVPD.

The geometry in XYZ format:
```
9
CH6NS | the OMol25 dataset | ωB97M-V/def2-TZVPD
S 0.851 -2.594 2.497
H 1.542 -1.542 1.895
C -0.566 1.141 -0.392
N -0.118 0.017 -1.351
H -1.314 0.747 0.340
H -0.864 2.076 -0.855
H 0.332 1.437 0.212
H 0.752 -0.518 -1.184
H -0.615 -0.763 -1.161
```

## Properties
Energy relative to the best compared isomer or geometry (same formula, charge and spin)   87.5 kJ/mol
Net charge   -1
LUMO energy   3.941 eV

---

[3]
Computed, not measured: a 2-piece molecular cluster, C2H11N2O overall in a non-equilibrium geometry, with ωB97M-V/def2-TZVPD.

The geometry in XYZ format:
```
16
C2H11N2O | the OMol25 dataset | ωB97M-V/def2-TZVPD
N 0.894 0.113 -0.365
C -0.389 -0.405 0.105
C -1.565 0.105 -0.824
N -1.412 1.588 -0.838
H 1.624 -0.211 0.337
H 1.186 -0.302 -1.256
H 1.047 1.111 -0.532
H -0.358 -1.502 0.267
H -0.632 -0.100 1.128
H -1.484 -0.290 -1.820
H -2.391 -0.152 -0.154
H -1.649 1.868 -1.780
H -1.941 1.972 -0.069
H 1.964 -0.989 2.569
H 2.753 -1.834 1.538
O 2.351 -0.970 1.693
```

## Properties
Energy relative to the best compared isomer or geometry (same formula, charge and spin)   65.4 kJ/mol
Net charge   +1
LUMO energy   -3.187 eV

---

[4]
Computed, not measured: C16H22BN7RhSSbSe4 as an isolated structure in a non-equilibrium geometry, with ωB97M-V/def2-TZVPD.

The geometry in XYZ format:
```
53
C16H22BN7RhSSbSe4 | the OMol25 dataset | ωB97M-V/def2-TZVPD
Rh 1.560 -0.196 -0.977
C 0.453 2.985 -2.821
C -0.438 2.454 -1.755
C -1.623 3.039 -1.273
C -2.095 2.184 -0.302
C -3.314 2.325 0.550
N -1.236 1.149 -0.215
N -0.224 1.320 -1.102
B -1.361 -0.108 0.662
N -0.203 -0.113 1.675
N 1.062 -0.026 1.227
C 1.874 -0.014 2.275
C 3.356 0.088 2.138
C 1.099 -0.087 3.445
C -0.214 -0.147 3.019
C -1.464 -0.231 3.833
N -1.260 -1.362 -0.232
N -0.293 -1.478 -1.160
C -0.473 -2.623 -1.801
C 0.448 -3.064 -2.884
C -1.614 -3.261 -1.290
C -2.082 -2.429 -0.292
C -3.254 -2.621 0.613
H -0.139 3.519 -3.567
H 0.997 2.182 -3.313
H 1.193 3.682 -2.423
H -2.065 3.965 -1.603
H -3.826 3.250 0.289
H -3.051 2.358 1.609
H -4.003 1.491 0.405
H -2.411 -0.107 1.234
H 3.699 -0.517 1.300
H 3.844 -0.260 3.047
H 3.661 1.119 1.952
H 1.451 -0.097 4.463
H -1.203 -0.267 4.890
H -2.038 -1.125 3.583
H -2.106 0.634 3.661
H 1.151 -2.265 -3.117
H -0.108 -3.322 -3.787
H 1.021 -3.938 -2.566
H -2.019 -4.212 -1.597
H -3.752 -3.557 0.366
H -3.974 -1.806 0.515
H -2.935 -2.661 1.656
Se 3.852 4.942 -3.236
Sb 4.947 2.962 -2.280
Se 2.749 0.298 -2.988
Se 3.046 1.533 -1.063
Se 6.204 3.840 -0.348
S 1.984 -4.506 0.233
C 2.392 -3.000 -0.176
N 2.739 -1.918 -0.474
```

## Properties
Net charge   -2
LUMO energy   3.792 eV

---

[5]
Computed, not measured: a 18-piece molecular cluster, C34H111N7O21 overall in a non-equilibrium geometry, with ωB97M-V/def2-TZVPD.

The geometry in XYZ format:
```
173
C34H111N7O21 | the OMol25 dataset | ωB97M-V/def2-TZVPD
C 0.307 -1.621 -0.826
C 1.185 -0.419 -1.172
C 1.270 0.524 -0.024
O -0.016 0.954 0.321
C -0.194 1.233 1.682
N 2.537 -0.867 -1.676
H 0.192 -2.264 -1.694
H -0.662 -1.326 -0.421
H 0.764 -2.220 -0.019
H 0.618 0.049 -1.999
H 1.914 1.401 -0.256
H 1.806 0.091 0.843
H 0.077 0.357 2.280
H -1.226 1.488 1.909
H 0.384 2.126 1.962
H 2.397 -1.851 -1.909
H 3.200 -0.822 -0.892
C -0.769 4.775 4.779
C -1.375 4.400 3.414
C -2.829 4.506 3.326
O -3.487 3.577 4.194
C -4.872 3.697 4.035
N -0.784 5.214 2.337
H -1.327 5.639 5.168
H 0.255 5.143 4.707
H -0.783 3.966 5.506
H -1.130 3.332 3.221
H -3.092 4.272 2.273
H -3.188 5.531 3.529
H -5.170 4.745 4.163
H -5.334 3.145 4.854
H -5.198 3.271 3.083
H 0.182 4.893 2.145
H -1.231 5.032 1.429
C -7.816 3.116 0.907
C -6.857 2.556 -0.117
C -6.330 1.180 0.300
O -5.488 1.207 1.457
C -4.190 1.610 1.138
N -7.454 2.391 -1.456
H -8.759 2.556 0.901
H -8.008 4.184 0.745
H -7.459 3.087 1.946
H -5.954 3.172 -0.203
H -5.740 0.743 -0.516
H -7.183 0.513 0.506
H -4.146 2.610 0.665
H -3.680 0.917 0.458
H -3.609 1.757 2.053
H -8.300 1.827 -1.345
H -7.790 3.305 -1.765
C 9.855 1.110 -1.819
C 8.471 0.499 -1.857
C 7.429 1.473 -1.367
O 6.196 0.806 -1.351
C 5.092 1.660 -1.251
N 8.210 -0.082 -3.181
H 10.094 1.375 -0.785
H 9.896 2.010 -2.440
H 10.597 0.396 -2.160
H 8.482 -0.340 -1.144
H 7.432 2.391 -1.976
H 7.645 1.743 -0.318
H 5.115 2.426 -2.039
H 5.132 2.241 -0.308
H 4.168 1.106 -1.294
H 7.212 -0.308 -3.267
H 8.308 0.685 -3.859
C -0.276 0.865 5.709
C -0.504 0.140 6.973
C 0.737 -0.520 7.506
O 0.537 -1.263 8.677
C -0.141 -2.459 8.445
N -0.916 1.128 7.988
H -0.063 0.135 4.911
H 0.632 1.478 5.735
H -1.084 1.515 5.380
H -1.345 -0.562 6.873
H 1.470 0.271 7.697
H 1.224 -1.150 6.730
H -1.122 -2.272 7.991
H -0.308 -2.906 9.416
H 0.451 -3.083 7.768
H -1.800 1.552 7.713
H -1.129 0.628 8.856
C -2.839 -3.705 2.480
C -1.867 -2.764 1.820
C -0.436 -3.052 2.209
O 0.378 -2.134 1.550
C 1.731 -2.439 1.673
N -2.013 -2.843 0.372
H -3.856 -3.439 2.185
H -2.719 -3.682 3.561
H -2.716 -4.717 2.079
H -2.055 -1.719 2.092
H -0.169 -4.099 1.967
H -0.265 -2.982 3.301
H 2.325 -1.531 1.600
H 1.999 -3.208 0.940
H 1.946 -2.829 2.687
H -1.689 -3.761 0.052
H -1.361 -2.174 -0.027
C 5.448 -3.096 -4.245
C 5.052 -2.034 -5.284
C 3.538 -2.130 -5.471
O 3.026 -3.437 -5.802
C 3.676 -4.006 -6.916
N 5.463 -0.718 -4.752
H 5.266 -4.113 -4.599
H 4.991 -2.868 -3.282
H 6.536 -3.089 -4.104
H 5.589 -2.257 -6.206
H 3.170 -1.453 -6.268
H 3.059 -1.777 -4.556
H 4.665 -4.408 -6.676
H 3.719 -3.321 -7.774
H 3.070 -4.857 -7.246
H 5.429 -0.002 -5.478
H 4.773 -0.372 -4.076
C -3.818 -1.878 -4.575
C -3.318 -0.579 -3.991
O -4.236 0.025 -3.105
O -3.844 -3.027 -3.702
H -3.308 -2.173 -5.494
H -4.861 -1.633 -4.853
H -3.185 0.086 -4.854
H -2.326 -0.698 -3.541
H -4.269 -0.530 -2.296
H -4.544 -2.912 -3.021
C 1.938 4.191 0.420
C 1.746 5.480 -0.327
O 2.988 6.163 -0.295
O 2.046 4.375 1.867
H 2.850 3.706 0.036
H 1.081 3.555 0.182
H 0.983 6.088 0.175
H 1.413 5.248 -1.345
H 2.864 7.076 -0.563
H 2.735 5.038 2.017
C -5.533 -2.071 -0.176
C -6.606 -2.059 -1.217
O -6.376 -2.973 -2.296
O -4.284 -1.510 -0.647
H -5.385 -3.109 0.180
H -5.880 -1.530 0.722
H -6.761 -1.056 -1.620
H -7.551 -2.323 -0.715
H -6.661 -3.853 -2.038
H -3.543 -2.044 -0.229
O 1.477 -3.795 -3.370
H 0.519 -3.953 -3.588
H 1.967 -3.855 -4.218
O -0.900 -5.411 0.172
H -0.026 -5.114 -0.209
H -0.664 -5.837 1.004
O 3.176 0.852 -3.771
H 2.464 0.826 -4.422
H 2.838 0.423 -2.923
O 4.701 -1.315 0.514
H 5.427 -0.803 0.108
H 4.933 -1.381 1.452
O 1.622 -4.539 -0.709
H 1.656 -4.327 -1.681
H 2.362 -4.041 -0.330
O -1.063 2.984 -1.309
H -0.769 2.268 -0.694
H -0.955 2.620 -2.215
O -0.818 2.186 -4.021
H -1.560 2.400 -4.605
H -0.398 1.413 -4.418
O -1.173 -4.226 -4.253
H -2.061 -3.827 -4.111
H -1.333 -4.998 -4.809
```

## Properties
Net charge   0
LUMO energy   0.212 eV

---

[6]
Computed, not measured: one molecule with the formula C5H7ClOS in a non-equilibrium geometry, with ωB97M-V/def2-TZVPD.

The geometry in XYZ format:
```
15
C5H7ClOS | the OMol25 dataset | ωB97M-V/def2-TZVPD
C -1.327 -1.479 -0.948
C -1.564 -1.100 0.491
C 0.224 0.370 -1.475
C 2.058 1.521 -0.234
C -1.993 0.085 0.922
O -0.706 -0.465 -1.844
S 0.734 0.430 0.150
Cl -2.556 1.303 -0.112
H -0.766 -2.394 -0.881
H -2.274 -1.510 -1.621
H -1.410 -1.984 1.073
H 1.614 2.098 -1.003
H 2.732 0.793 -0.786
H 2.681 2.116 0.425
H -1.804 0.393 1.933
```

## Properties
Energy relative to the best compared isomer or geometry (same formula, charge and spin)   405.0 kJ/mol
Net charge   0
LUMO energy   0.528 eV

---

[7]
Computed, not measured: C19H32NO7SW as an isolated structure, with ωB97M-V/def2-TZVPD.

The geometry in XYZ format:
```
61
C19H32NO7SW | the OMol25 dataset | ωB97M-V/def2-TZVPD
W 0.355 0.044 0.445
C -2.793 0.556 -0.547
C -3.342 0.677 0.858
O -2.397 0.028 1.676
C -2.439 0.330 3.058
C -1.110 -0.150 3.601
O -0.081 0.382 2.765
C 0.828 1.362 3.259
C 0.618 2.620 2.424
O 0.307 2.209 1.072
C -0.719 3.021 0.479
C -1.156 2.366 -0.806
O -1.419 0.977 -0.576
H -3.373 1.151 -1.252
H -2.779 -0.480 -0.870
H -4.328 0.206 0.917
H -3.448 1.729 1.153
H -3.270 -0.176 3.557
H -2.551 1.413 3.201
H -1.020 -1.236 3.563
H -0.966 0.169 4.633
H 1.833 0.968 3.134
H 0.643 1.574 4.312
H 1.507 3.250 2.414
H -0.226 3.200 2.799
H -0.335 4.024 0.275
H -1.551 3.101 1.184
H -0.362 2.412 -1.549
H -2.042 2.867 -1.199
C 3.420 -0.241 -1.910
C 2.208 0.691 -1.985
C 2.648 2.124 -1.668
C 1.538 0.610 -3.355
N 1.248 0.292 -0.975
H 4.203 0.132 -2.570
H 3.155 -1.246 -2.234
H 3.802 -0.287 -0.890
H 3.385 2.448 -2.402
H 3.097 2.168 -0.675
H 1.806 2.818 -1.707
H 2.249 0.891 -4.132
H 0.679 1.281 -3.411
H 1.194 -0.407 -3.547
C -1.627 -3.673 -2.965
C -0.813 -3.115 -1.834
C 0.616 -3.182 -1.901
C 1.404 -2.780 -0.873
C 0.819 -2.230 0.311
C -0.584 -2.102 0.356
C -1.389 -2.604 -0.712
S 1.856 -2.024 1.749
O 3.073 -2.753 1.609
O 1.016 -2.281 2.892
O 2.093 -0.525 1.565
H -1.262 -3.312 -3.927
H -2.679 -3.409 -2.869
H -1.553 -4.762 -2.980
H 1.072 -3.626 -2.777
H 2.475 -2.927 -0.888
H -1.067 -1.940 1.317
H -2.466 -2.621 -0.593
```

## Properties
Energy relative to the best compared isomer or geometry (same formula, charge and spin)   22.8 kJ/mol
Net charge   +1
LUMO energy   -2.366 eV

---

[8]
Computed, not measured: a 2-piece molecular cluster, C6H5F8N5O6S overall in a non-equilibrium geometry, with ωB97M-V/def2-TZVPD.

The geometry in XYZ format:
```
31
C6H5F8N5O6S | the OMol25 dataset | ωB97M-V/def2-TZVPD
O 0.836 0.827 1.499
S -0.516 0.436 1.353
O -1.594 1.328 1.592
N -0.774 -0.226 -0.211
N -1.501 -1.391 -0.375
C -1.603 -1.581 -1.687
N -1.032 -0.639 -2.386
C -0.445 0.161 -1.496
N 0.325 1.183 -1.874
C 1.074 2.083 -1.067
O 0.135 2.869 -0.335
C 0.611 4.029 0.172
F 0.813 4.935 -0.797
F -0.278 4.499 1.018
F 1.781 3.869 0.798
C -0.818 -1.015 2.504
F -2.115 -1.338 2.433
F -0.570 -0.424 3.675
C 0.085 -2.295 2.355
F 1.130 -2.018 1.625
F -0.656 -3.248 1.794
F 0.464 -2.696 3.553
H -1.869 -1.986 0.348
H -2.132 -2.427 -2.083
H 0.393 1.275 -2.873
H 1.754 1.561 -0.403
H 1.667 2.706 -1.730
N 1.196 -2.615 -1.881
O 1.667 -3.006 -2.938
O 1.560 -1.515 -1.376
O 0.409 -3.343 -1.209
```

## Properties
Net charge   0
LUMO energy   -0.315 eV

---

[9]
Computed, not measured: a 2-piece molecular cluster, C4H8N2O2S overall in a non-equilibrium geometry, with ωB97M-V/def2-TZVPD.

The geometry in XYZ format:
```
17
C4H8N2O2S | the OMol25 dataset | ωB97M-V/def2-TZVPD
C 2.077 1.837 -1.769
C 1.202 1.561 -1.002
C 1.014 -0.908 0.887
C 0.143 1.178 -0.088
N -2.223 -1.426 -0.808
N 0.662 0.466 1.078
O -1.705 -0.060 1.327
O 1.179 1.110 2.024
S -2.224 -1.397 0.928
H 2.829 2.108 -2.450
H 1.614 -1.228 1.739
H 0.107 -1.537 0.827
H 1.573 -1.032 -0.044
H -0.559 0.524 -0.610
H -0.387 2.066 0.268
H -2.974 -0.873 -1.211
H -2.328 -2.390 -1.095
```

## Properties
Energy relative to the best compared isomer or geometry (same formula, charge and spin)   574.6 kJ/mol
Net charge   0
LUMO energy (alpha / beta)   0.326 / -1.140 eV

---

[10]
Computed, not measured: C24H15BrN4OSW as an isolated structure, with ωB97M-V/def2-TZVPD.

The geometry in XYZ format:
```
47
C24H15BrN4OSW | the OMol25 dataset | ωB97M-V/def2-TZVPD
W -0.881 -0.568 -0.213
Br 3.317 3.107 -5.277
C 2.074 2.372 -4.083
C 0.721 2.686 -4.205
C -0.216 2.162 -3.328
C 0.214 1.307 -2.333
O -0.706 0.802 -1.456
C 1.565 0.972 -2.188
C 2.046 0.141 -1.122
N 1.307 -0.517 -0.287
C 1.914 -1.213 0.803
C 3.190 -1.707 0.848
C 3.673 -2.302 2.033
C 2.888 -2.390 3.149
C 1.555 -1.917 3.116
C 0.673 -1.952 4.220
C -0.602 -1.470 4.097
C -1.033 -0.988 2.856
N -0.230 -0.939 1.799
C 1.073 -1.357 1.923
C 2.497 1.530 -3.075
H 0.400 3.355 -4.993
H -1.263 2.413 -3.413
H 3.127 0.104 -1.001
H 3.843 -1.655 -0.013
H 4.686 -2.680 2.053
H 3.272 -2.821 4.064
H 1.018 -2.358 5.163
H -1.293 -1.469 4.926
H -2.050 -0.649 2.708
H 3.549 1.296 -2.969
S -5.484 -0.688 0.680
C -3.974 -0.650 0.359
N -2.788 -0.616 0.107
N -0.726 -2.636 -0.438
C -0.775 -3.780 -0.575
C -0.852 -5.180 -0.785
C -0.801 -6.060 0.301
C -0.906 -7.415 0.055
C -1.055 -7.875 -1.249
C -1.100 -6.993 -2.323
C -1.000 -5.633 -2.103
H -0.686 -5.686 1.309
H -0.874 -8.117 0.876
H -1.141 -8.937 -1.432
H -1.217 -7.368 -3.330
H -1.039 -4.932 -2.925
```

## Properties
Energy relative to the best compared isomer or geometry (same formula, charge and spin)   0.0 kJ/mol
Net charge   +2
⟨S²⟩   2.02
Multiplicity   3
LUMO energy (alpha / beta)   -7.263 / -7.426 eV

---

[11]
Computed, not measured: an isolated ion of composition C2H2Cl2P and charge +1 in a non-equilibrium geometry, with ωB97M-V/def2-TZVPD.

The geometry in XYZ format:
```
7
C2H2Cl2P | the OMol25 dataset | ωB97M-V/def2-TZVPD
C 1.304 -0.264 0.643
C 0.890 0.291 -0.357
P -0.853 -0.073 -0.843
Cl -1.651 -1.621 -0.069
Cl -2.102 1.606 0.277
H 1.111 -0.839 1.492
H 1.300 0.900 -1.143
```

## Properties
Energy relative to the best compared isomer or geometry (same formula, charge and spin)   128.6 kJ/mol
Net charge   +1
LUMO energy   -7.939 eV